Record 1
Formula: C10H9Cl32N4S
Source: the Open Molecules 2025 dataset
Level of theory: ωB97M-V with the def2-TZVPD basis set

Last column: natural (NBO) charge in e.
Cartesian coordinates (Å):
C  2.3803  3.3793  -1.8831  -0.423
N  3.3590  3.0979  -0.8423  -0.659
C  3.2940  1.8141  -0.4059  0.633
N  2.2106  1.1283  0.0526  -0.800
S  1.0798  2.0941  0.9185  0.209
N  4.3842  1.1894  -0.3939  -0.264
N  4.5419  -0.1260  0.0124  -0.631
H  2.0851  4.3982  -1.7873  0.228
H  2.7589  3.2328  -2.8688  0.213
H  1.4835  2.8064  -1.7857  0.187
H  3.3227  3.7629  -0.0823  0.424
H  1.7818  0.5385  -0.6578  0.435
H  0.0439  2.2116  0.0692  0.130
H  5.1970  1.6649  -0.7265  0.438
H  5.4620  -0.2145  0.4102  0.386
H  3.8973  -0.3493  0.7626  0.400
C  -1.3572  -0.1275  -2.3356  -0.228
Cl  -1.2207  1.6221  -2.5653  0.047
Cl  -2.8094  -0.4978  -1.4301  0.104
Cl  -1.4031  -0.9271  -3.8988  0.090
Cl  0.0550  -0.7137  -1.4209  0.016
C  2.8100  6.5849  1.5369  -0.230
Cl  4.0541  7.6617  0.9171  0.085
Cl  1.7019  6.1373  0.2307  0.038
Cl  3.5732  5.1151  2.1685  0.031
Cl  1.9130  7.3857  2.8161  0.093
C  2.2933  -1.7269  2.6665  -0.229
Cl  2.4205  -2.5990  4.1854  0.097
Cl  3.3879  -2.4590  1.4788  0.049
Cl  0.6373  -1.8233  2.0644  0.074
Cl  2.7370  -0.0316  2.9055  0.036
C  -6.8297  -1.0961  -2.3618  -0.229
Cl  -7.6135  0.4394  -2.7185  0.070
Cl  -7.9336  -2.4209  -2.7230  0.069
Cl  -5.3700  -1.2586  -3.3423  0.046
Cl  -6.3830  -1.1511  -0.6500  0.042
C  -11.0566  2.4402  -3.4675  -0.230
Cl  -11.8936  2.0870  -1.9565  0.063
Cl  -12.0968  3.4111  -4.5070  0.067
Cl  -9.5717  3.3371  -3.1206  0.045
Cl  -10.6495  0.9292  -4.2817  0.059
C  -2.0600  -4.7506  0.8747  -0.228
Cl  -1.1526  -3.4395  0.1063  0.027
Cl  -1.7788  -4.6767  2.6123  0.060
Cl  -3.7792  -4.5454  0.5291  0.064
Cl  -1.5033  -6.3021  0.2513  0.068
C  7.1178  -2.7482  -1.4027  -0.229
Cl  8.5924  -3.5620  -1.8974  0.093
Cl  7.3906  -1.9434  0.1552  0.027
Cl  6.6715  -1.5378  -2.6121  0.049
Cl  5.8146  -3.9200  -1.2295  0.069
C  -0.3943  -4.7003  6.3311  -0.228
Cl  -0.2506  -5.7110  7.7684  0.074
Cl  0.7555  -5.2600  5.1057  0.049
Cl  -2.0250  -4.8292  5.6663  0.064
Cl  -0.0758  -3.0204  6.7589  0.057

The calculation puts the strongest force on any atom at 2.55 eV/A. Its net charge is +1.


Record 2
Formula: C4H12
Source: the Open Molecules 2025 dataset
Level of theory: ωB97M-V with the def2-TZVPD basis set

Last column: natural (NBO) charge in e.
Cartesian coordinates (Å):
C  -0.2983  2.2998  0.6793  -0.551
C  0.0407  2.2521  -0.7683  -0.629
H  0.5238  1.9281  1.3280  0.304
H  -0.1984  3.3086  1.1953  0.366
H  -1.2957  1.9415  0.9223  0.258
H  -0.6741  2.7059  -1.4568  0.267
H  0.3479  1.2296  -1.0528  0.292
H  0.9121  2.8797  -0.9843  0.264
C  -0.3707  -1.7155  0.0777  -0.580
C  0.5805  -2.8671  0.0325  -0.590
H  -1.2993  -1.9905  0.5719  0.243
H  0.0365  -0.8029  0.5653  0.248
H  -0.5773  -1.4552  -0.9768  0.285
H  0.5163  -3.4849  -0.8865  0.301
H  0.4307  -3.6263  0.8042  0.264
H  1.6204  -2.4973  -0.0290  0.259

As for the spin multiplicity: 2. The calculation puts the strongest force on any atom at 1.73 eV/A. The expectation value of S² is 0.75. For the relative energy (zero: lowest compared OMol25 entry of this formula, charge and spin), the calculation gives 16.3 kcal/mol. Its net charge is +1.


Record 3
Formula: CH2F3O2PS
Source: the Open Molecules 2025 dataset
Level of theory: ωB97M-V with the def2-TZVPD basis set

Last column: natural (NBO) charge in e.
Cartesian coordinates (Å):
C  1.3270  0.9218  0.5606  0.800
O  0.4241  -1.6254  0.5665  -0.907
O  0.5970  -0.5386  -1.6206  -0.910
F  1.1730  2.0754  -0.0697  -0.284
F  2.5678  0.4585  0.3721  -0.301
F  1.0947  0.8555  1.8677  -0.293
P  -2.2259  -0.0510  -0.2401  0.049
S  0.2502  -0.4531  -0.2284  1.794
H  -2.6892  -1.2348  0.4615  0.020
H  -2.5186  -0.4083  -1.6696  0.034

The calculation puts the strongest force on any atom at 3.18 eV/A. As for the SMILES: O=S(=O)(P)C(F)(F)F. For the relative energy (zero: lowest compared OMol25 entry of this formula, charge and spin), the calculation gives 0.0 kcal/mol.


Record 4
Formula: C32H57GaNO15
Source: the Open Molecules 2025 dataset
Level of theory: ωB97M-V with the def2-TZVPD basis set

Last column: Löwdin charge in e.
Cartesian coordinates (Å):
C  1.5317  -4.7442  -4.5458  -0.070
C  1.7078  -4.5689  -3.0423  -0.413
O  0.4353  -4.7891  -2.4088  -0.059
C  2.7791  -5.5190  -2.4811  -0.203
N  3.9786  -4.8133  -2.0593  -0.079
C  4.8293  -5.5228  -1.0997  -0.219
C  4.1944  -5.8214  0.2584  -0.410
O  5.1782  -6.1998  1.1633  -0.349
Ga  4.4814  -6.7494  2.8467  0.320
C  4.4808  -5.1673  4.1631  -0.267
C  3.8921  -3.8830  3.5753  -0.522
C  3.5103  -2.8459  4.6385  -0.069
O  4.8106  -3.2745  2.6524  -0.075
H  1.2209  -5.7734  -4.7516  0.076
H  2.4534  -4.5111  -5.0828  0.080
H  0.7225  -4.0937  -4.8872  0.071
H  1.9597  -3.5325  -2.8078  0.136
H  0.2560  -5.7375  -2.4571  0.082
H  2.3176  -6.1089  -1.6781  0.111
H  3.0654  -6.2210  -3.2773  0.112
H  3.7619  -3.8774  -1.7405  0.097
H  5.1962  -6.4370  -1.5802  0.111
H  5.7049  -4.8955  -0.9075  0.111
H  3.6215  -4.9217  0.5587  0.109
H  3.4465  -6.6267  0.1365  0.077
H  5.3837  -7.9494  3.4407  -0.111
H  2.9443  -7.2067  2.6134  -0.077
H  5.5308  -4.9996  4.4382  0.036
H  3.9038  -5.4829  5.0389  0.034
H  2.9763  -4.1384  3.0378  0.102
H  4.3861  -2.2436  4.9152  0.066
H  2.7834  -2.1490  4.2095  0.043
H  3.0462  -3.2902  5.5190  0.077
H  5.4487  -2.7861  3.1871  0.069
O  0.8116  -2.9640  3.0226  0.131
C  -0.1643  -2.3898  3.4028  -0.467
O  -0.4070  -2.1465  4.7188  0.023
C  -1.6843  -1.5083  4.8761  -0.152
C  -1.9910  -0.8669  3.5274  -0.158
C  -1.3046  -1.8388  2.5691  -0.059
H  -2.4196  -2.2700  5.1513  0.120
H  -1.6041  -0.7872  5.6869  0.123
H  -3.0521  -0.7331  3.3471  0.086
H  -1.5106  0.1102  3.4680  0.090
H  -1.9484  -2.6695  2.2734  0.131
H  -0.9062  -1.3580  1.6791  0.107
O  0.3133  1.4703  3.8119  0.099
C  1.4229  1.2124  3.4310  -0.471
O  2.4303  0.9410  4.2902  0.028
C  3.6672  0.7721  3.5736  -0.153
C  3.2594  0.4205  2.1486  -0.133
C  1.9352  1.1720  2.0066  -0.064
H  4.2198  1.7143  3.6276  0.121
H  4.2450  -0.0073  4.0641  0.106
H  4.0118  0.6877  1.4094  0.116
H  3.0801  -0.6524  2.0720  0.117
H  2.0736  2.2015  1.6671  0.132
H  1.2351  0.6635  1.3545  0.098
O  0.7049  -0.2029  -1.5512  0.123
C  -0.2602  0.4160  -1.2016  -0.473
O  -0.5684  0.5873  0.1076  -0.016
C  -1.8236  1.2916  0.2413  -0.144
C  -2.0034  2.0172  -1.0859  -0.153
C  -1.3043  1.0894  -2.0681  -0.074
H  -2.6016  0.5542  0.4355  0.119
H  -1.7650  1.9689  1.0886  0.130
H  -3.0454  2.2160  -1.3225  0.102
H  -1.4743  2.9718  -1.0574  0.108
H  -1.9737  0.3174  -2.4545  0.136
H  -0.8411  1.6305  -2.8848  0.087
O  -4.2311  1.0547  2.5804  0.127
C  -4.9185  1.8040  1.9532  -0.461
O  -4.5131  2.2954  0.7602  0.001
C  -5.4439  3.2710  0.2729  -0.146
C  -6.7601  2.9591  0.9814  -0.141
C  -6.2645  2.4041  2.3179  -0.063
H  -5.0566  4.2596  0.5184  0.106
H  -5.5141  3.1738  -0.8094  0.125
H  -7.4118  3.8260  1.0647  0.115
H  -7.2991  2.1804  0.4391  0.116
H  -6.0931  3.1938  3.0511  0.134
H  -6.9116  1.6450  2.7485  0.124
O  -1.0589  3.5597  -3.6996  0.111
C  -0.8087  3.7894  -4.8486  -0.465
O  -1.3609  4.8308  -5.5160  0.019
C  -0.9668  4.7987  -6.9003  -0.154
C  0.3185  3.9793  -6.9317  -0.149
C  0.0939  3.0035  -5.7782  -0.066
H  -1.7703  4.3312  -7.4731  0.126
H  -0.8387  5.8221  -7.2443  0.123
H  0.4963  3.5036  -7.8935  0.116
H  1.1717  4.6213  -6.7094  0.119
H  -0.4408  2.1052  -6.0918  0.136
H  1.0063  2.7146  -5.2639  0.132
O  -3.4487  6.1496  0.9894  0.119
C  -3.5055  6.4470  -0.1685  -0.492
O  -4.6719  6.7368  -0.7980  0.012
C  -4.4370  6.9386  -2.2043  -0.151
C  -2.9601  7.2987  -2.3200  -0.145
C  -2.3578  6.5112  -1.1582  -0.063
H  -4.6751  6.0102  -2.7279  0.125
H  -5.1052  7.7222  -2.5536  0.122
H  -2.5391  7.0535  -3.2929  0.111
H  -2.8262  8.3684  -2.1506  0.117
H  -2.0966  5.4913  -1.4489  0.119
H  -1.4972  6.9957  -0.7062  0.128

The calculation puts the strongest force on any atom at 1.01 eV/A. For the relative energy (zero: lowest compared OMol25 entry of this formula, charge and spin), the calculation gives 4.6 kcal/mol. Its net charge is -1.


Record 5
Formula: C9H14IN3O2P
Source: the Open Molecules 2025 dataset
Level of theory: ωB97M-V with the def2-TZVPD basis set

Last column: natural (NBO) charge in e.
Cartesian coordinates (Å):
C  2.9669  -1.1828  2.2040  -0.275
O  2.1630  -1.3168  1.0067  -0.541
C  1.6921  0.0023  0.6949  -0.135
C  0.5987  -0.0666  -0.4201  0.279
C  -0.7607  -0.1015  0.0385  -0.322
P  -1.2957  -0.1205  1.8254  1.287
N  -0.8711  1.1481  2.6704  -1.223
C  -1.7298  -0.1236  -1.0795  0.112
C  -3.2487  -0.1232  -0.8763  -0.567
C  -3.6188  1.3444  -0.3900  0.458
O  -3.8420  1.5404  0.7496  -0.482
I  -3.6782  3.0186  -1.7541  0.123
C  -1.0735  -0.1054  -2.3739  0.018
N  0.2003  -0.1096  -2.6912  -0.127
N  1.0479  -0.0899  -1.6858  -0.075
C  2.4916  -0.0983  -2.0409  -0.438
H  2.4073  -1.4462  3.1273  0.202
H  3.8993  -1.7897  2.1308  0.217
H  3.3188  -0.1277  2.3415  0.182
H  1.2593  0.4009  1.6493  0.229
H  2.5206  0.7040  0.4350  0.202
H  -0.7767  -1.3303  2.3950  -0.030
H  -2.7087  -0.3198  1.7943  -0.019
H  -0.3549  1.7599  2.0283  0.364
H  -3.7742  -0.2667  -1.8510  0.271
H  -3.6031  -0.8269  -0.0974  0.278
H  -1.7640  -0.0864  -3.2449  0.241
H  2.5444  0.1257  -3.1323  0.263
H  2.9313  -1.1128  -1.9230  0.261
H  3.0585  0.7004  -1.5308  0.245

The calculation puts the strongest force on any atom at 4.03 eV/A. As for the SMILES: COCc1c([PH2]=N)c(CC(=O)I)cn[n+]1C. Its net charge is +1.


Record 6
Formula: C31H68BN4O17
Source: the Open Molecules 2025 dataset
Level of theory: ωB97M-V with the def2-TZVPD basis set

Last column: Löwdin charge in e.
Cartesian coordinates (Å):
O  -2.2575  2.6433  -1.0517  0.138
C  -1.4586  1.8262  -0.6962  -0.365
O  -1.7398  0.7121  -0.0355  0.237
B  -0.4952  0.0026  0.2315  -0.897
O  0.5391  0.6491  -0.5760  0.223
C  0.0190  1.7160  -1.1686  -0.385
O  0.5596  2.4465  -1.9394  0.155
O  -0.5859  -1.4504  -0.0164  0.229
C  -0.1234  -2.1395  1.0088  -0.388
O  0.1836  -3.2931  1.0537  0.131
C  0.1894  -1.1191  2.1470  -0.398
O  -0.0770  0.0852  1.6660  0.201
O  0.8097  -1.3459  3.1402  0.136
C  -5.5706  -1.3558  -3.6451  -0.063
C  -5.6132  0.0889  -3.1690  -0.491
C  -4.9473  0.2398  -1.8159  -0.054
O  -4.8470  0.8867  -4.0786  -0.052
H  -6.1412  -1.5159  -4.5593  0.073
H  -5.9648  -2.0434  -2.8852  0.081
H  -4.5275  -1.6563  -3.7339  0.074
H  -6.6523  0.4298  -3.0727  0.126
H  -5.6818  -0.0183  -1.0488  0.085
H  -4.5624  1.2383  -1.6096  0.058
H  -4.0705  -0.4029  -1.6967  0.085
H  -5.3024  1.0526  -4.9086  0.082
C  -8.0352  4.5426  -5.6781  -0.143
O  -8.5385  4.6749  -4.3872  -0.173
C  -8.1340  3.6591  -3.5062  -0.224
C  -6.9727  3.9688  -2.5558  -0.187
N  -7.3682  4.0440  -1.1450  -0.050
C  -6.4695  3.2687  -0.2909  -0.195
C  -5.0487  3.8348  -0.2918  -0.233
O  -5.1233  5.2473  -0.1225  -0.204
C  -3.8614  5.8150  0.1212  -0.116
H  -8.1475  3.5397  -6.1143  0.083
H  -6.9756  4.8180  -5.7814  0.089
H  -8.5888  5.2057  -6.3503  0.083
H  -7.8468  2.7447  -4.0583  0.100
H  -8.9914  3.2448  -2.9640  0.120
H  -6.4115  4.8511  -2.8859  0.132
H  -6.2476  3.1602  -2.7071  0.099
H  -7.2139  5.0027  -0.8480  0.094
H  -6.4195  2.2468  -0.6642  0.092
H  -6.7985  3.2623  0.7498  0.115
H  -4.5413  3.6379  -1.2412  0.100
H  -4.4412  3.3913  0.5047  0.123
H  -3.9814  6.8968  0.0685  0.083
H  -3.1046  5.4443  -0.5775  0.088
H  -3.4868  5.5994  1.1347  0.088
C  5.8424  1.7766  -0.9691  -0.114
O  5.2556  0.5206  -0.6851  -0.162
C  4.0461  0.6895  -0.0140  -0.249
C  3.3929  -0.6000  0.4452  -0.209
N  4.2987  -1.5204  1.1078  -0.018
C  3.6270  -2.7749  1.4764  -0.199
C  3.6325  -3.0644  2.9581  -0.208
O  4.9994  -3.0925  3.3850  -0.197
C  5.1291  -3.4415  4.7303  -0.140
H  5.1071  2.5302  -1.2587  0.083
H  6.5924  1.6017  -1.7393  0.081
H  6.3749  2.1406  -0.0776  0.085
H  3.3015  1.1971  -0.6445  0.121
H  4.1081  1.2964  0.9073  0.110
H  2.9624  -1.0500  -0.4588  0.128
H  2.5204  -0.3174  1.0519  0.101
H  4.6290  -1.1147  1.9793  0.105
H  4.1857  -3.5899  0.9852  0.116
H  2.6417  -2.9234  1.0309  0.095
H  3.1923  -4.0528  3.1426  0.127
H  3.1115  -2.2865  3.5287  0.109
H  6.1336  -3.1579  5.0413  0.082
H  4.9720  -4.5087  4.9387  0.082
H  4.3920  -2.8839  5.3293  0.085
C  -1.5493  -4.1297  -5.5099  -0.126
O  -0.5507  -4.1053  -4.5309  -0.166
C  -1.0717  -4.2797  -3.2388  -0.254
C  0.0471  -4.2969  -2.2418  -0.205
N  0.9361  -5.4631  -2.4421  -0.053
C  1.3706  -6.0178  -1.1738  -0.228
C  2.2857  -7.2375  -1.3438  -0.226
O  3.1988  -7.3637  -0.2697  -0.196
C  2.7090  -8.1312  0.8031  -0.121
H  -2.2259  -3.2734  -5.4263  0.082
H  -2.1702  -5.0354  -5.4134  0.085
H  -1.0918  -4.1667  -6.4957  0.085
H  -1.7066  -5.1696  -3.0666  0.126
H  -1.7673  -3.4536  -3.0047  0.124
H  -0.2729  -4.2365  -1.1946  0.096
H  0.6413  -3.3768  -2.3192  0.127
H  0.3874  -6.1743  -2.9184  0.103
H  0.5215  -6.3189  -0.5331  0.119
H  1.9350  -5.2768  -0.6035  0.122
H  2.8868  -7.0831  -2.2443  0.121
H  1.6821  -8.1452  -1.4802  0.115
H  2.4189  -9.1317  0.4751  0.082
H  1.8802  -7.6058  1.2946  0.087
H  3.5096  -8.1603  1.5417  0.085
C  8.1938  3.2157  5.0654  -0.125
O  6.7980  3.3130  4.9675  -0.188
C  6.1010  2.2575  5.5711  -0.248
C  4.6328  2.3889  5.2287  -0.214
N  4.2316  1.7587  3.9638  -0.032
C  2.7883  1.5322  3.8919  -0.206
C  1.9729  2.7193  3.4141  -0.240
O  2.4487  3.0640  2.1466  -0.199
C  1.7302  4.1081  1.5327  -0.091
H  8.5815  2.4408  4.3957  0.090
H  8.5240  2.9716  6.0884  0.084
H  8.6211  4.1937  4.8536  0.083
H  6.1690  2.2934  6.6728  0.118
H  6.5187  1.2841  5.2847  0.125
H  4.4074  3.4689  5.2215  0.121
H  3.9921  2.0337  6.0413  0.113
H  4.3978  2.4726  3.2574  0.097
H  2.3568  1.1941  4.8416  0.121
H  2.5567  0.6949  3.2250  0.093
H  2.0385  3.5698  4.1157  0.121
H  0.9100  2.4375  3.3962  0.126
H  0.7081  3.7765  1.3086  0.088
H  2.1911  4.2827  0.5611  0.091
H  1.7440  5.0100  2.1505  0.087

The calculation puts the strongest force on any atom at 1.69 eV/A. For the relative energy (zero: lowest compared OMol25 entry of this formula, charge and spin), the calculation gives 0.0 kcal/mol. Its net charge is -1.


Number 1: E_tot -15729.39735 Eh. Number 2: E_tot -159.14385 Eh. Number 3: E_tot -1228.83259 Eh. Number 4: E_tot -4361.72872 Eh. Number 5: E_tot -1304.75663 Eh. Number 6: E_tot -2745.03323 Eh.